(1)
The following is a DFT calculation (the ωB97M-V functional and the def2-TZVPD basis) of a cluster of 4 separate species, C27H50N2O12S3Si in total.

- HOMO-LUMO gap (Eh) = 0.3209
- SMILES = CCC(=O)OCCc1ccc2nccnc2c1CCO[Si](C)(C)C.CCOS(C)(=O)=O.CCOS(C)(=O)=O.CCOS(C)(=O)=O

ORCA input file:
```
! wB97M-V def2-TZVPD RIJCOSX def2/J DEFGRID3
* xyz 0 1
C 5.70 -0.29 0.38
C 4.49 -0.75 -0.46
C 4.87 -0.79 -1.93
O 5.98 -0.59 -2.36
O 3.84 -1.07 -2.85
C 3.28 0.20 -3.23
C 1.73 0.06 -3.23
C 1.08 1.39 -2.83
C 1.50 2.54 -3.57
C 1.00 3.75 -3.24
C 0.07 3.94 -2.18
N -0.33 5.21 -1.91
C -1.17 5.23 -0.90
C -1.65 4.10 -0.20
N -1.26 2.88 -0.47
C -0.35 2.80 -1.48
C 0.17 1.50 -1.82
C -0.30 0.29 -1.02
C -1.06 -0.78 -1.85
O -2.42 -0.47 -2.10
Si -3.49 -0.87 -0.86
C -3.59 0.41 0.53
C -3.22 -2.58 -0.10
C -5.21 -0.91 -1.67
H 6.18 0.60 -0.03
H 5.36 -0.04 1.40
H 6.43 -1.11 0.48
H 3.70 -0.01 -0.30
H 4.16 -1.74 -0.11
H 3.54 0.93 -2.45
H 3.68 0.55 -4.20
H 1.43 -0.09 -4.28
H 1.41 -0.77 -2.62
H 2.20 2.50 -4.40
H 1.31 4.63 -3.80
H -1.54 6.21 -0.58
H -2.36 4.24 0.62
H -0.88 0.57 -0.13
H 0.62 -0.19 -0.64
H -0.57 -0.85 -2.83
H -0.89 -1.75 -1.37
H -3.33 1.42 0.21
H -2.99 0.07 1.39
H -4.63 0.41 0.88
H -4.14 -3.17 -0.12
H -2.98 -2.42 0.97
H -2.39 -3.15 -0.52
H -5.39 -0.01 -2.26
H -5.21 -1.75 -2.38
H -6.00 -1.11 -0.94
O -6.26 5.79 0.47
S -5.04 6.52 0.43
O -3.90 6.13 1.21
O -5.35 8.06 0.72
C -6.03 8.40 1.94
C -5.13 8.27 3.16
C -4.53 6.71 -1.25
H -6.93 7.79 2.05
H -6.35 9.43 1.84
H -4.84 7.23 3.33
H -5.65 8.62 4.05
H -4.22 8.84 3.02
H -5.38 7.04 -1.84
H -4.19 5.73 -1.59
H -3.71 7.42 -1.29
O -1.95 -5.77 -3.32
S -2.40 -6.68 -2.31
O -2.48 -6.29 -0.94
O -1.55 -8.03 -2.42
C -0.12 -7.94 -2.33
C 0.36 -7.66 -0.92
C -3.95 -7.35 -2.79
H 0.26 -7.19 -3.03
H 0.27 -8.91 -2.66
H 0.04 -6.68 -0.58
H 1.45 -7.70 -0.87
H -0.05 -8.39 -0.22
H -3.90 -7.69 -3.82
H -4.69 -6.56 -2.69
H -4.20 -8.18 -2.13
O 4.27 -1.90 4.87
S 5.49 -1.22 5.15
O 6.36 -0.77 4.10
O 6.34 -2.09 6.19
C 6.66 -3.44 5.84
C 7.73 -3.53 4.77
C 5.15 0.14 6.21
H 5.76 -3.98 5.53
H 7.02 -3.92 6.75
H 7.38 -3.11 3.83
H 8.02 -4.56 4.60
H 8.61 -2.95 5.07
H 4.52 -0.19 7.03
H 4.64 0.89 5.62
H 6.10 0.54 6.58
*
```

=====

(2)
The following is a DFT calculation (the ωB97M-V functional and the def2-TZVPD basis) of a cluster of 7 separate species, C25H38Cl2O12 in total.

- HOMO-LUMO gap (Eh) = 0.3794
- SMILES = O=C1CCCO1.O=C1CCCO1.O=C1CCCO1.O=C1CCCO1.O=C1CCCO1.O=C1CCCO1.ClCCl

ORCA input file:
```
! wB97M-V def2-TZVPD RIJCOSX def2/J DEFGRID3
* xyz 0 1
O 2.68 11.20 7.91
C 2.42 12.14 7.20
O 2.07 12.00 5.85
C 1.71 13.25 5.32
C 1.90 14.31 6.36
C 2.30 13.58 7.64
H 0.66 13.20 5.04
H 2.27 13.46 4.41
H 1.01 14.92 6.53
H 2.61 15.09 6.08
H 1.58 13.58 8.45
H 3.31 13.89 7.91
O 7.37 10.01 4.17
C 7.02 10.60 5.16
O 7.76 11.62 5.69
C 7.12 12.22 6.78
C 5.69 11.90 6.47
C 5.76 10.49 5.92
H 7.37 13.28 6.80
H 7.53 11.83 7.71
H 5.23 12.54 5.72
H 5.05 11.96 7.35
H 4.88 10.29 5.31
H 5.83 9.75 6.72
O -3.20 14.20 4.65
C -2.66 14.25 3.53
O -1.34 13.94 3.28
C -0.95 14.13 1.90
C -2.33 14.18 1.16
C -3.28 14.68 2.22
H -0.30 13.33 1.55
H -0.41 15.08 1.89
H -2.58 13.16 0.85
H -2.38 14.81 0.27
H -4.30 14.30 2.17
H -3.39 15.76 2.31
O 5.29 19.44 2.75
C 4.80 19.45 1.60
O 3.69 18.66 1.40
C 3.09 18.87 0.16
C 3.89 20.00 -0.43
C 5.13 20.22 0.31
H 2.03 19.02 -0.05
H 3.38 17.98 -0.39
H 3.30 20.90 -0.26
H 4.05 19.83 -1.49
H 5.40 21.26 0.52
H 5.99 19.80 -0.21
O 6.69 16.25 0.68
C 7.66 16.87 1.18
O 7.87 18.18 0.83
C 9.04 18.78 1.41
C 9.49 17.77 2.47
C 8.88 16.42 2.01
H 8.75 19.67 1.97
H 9.82 19.02 0.69
H 9.02 18.09 3.40
H 10.57 17.84 2.58
H 8.52 15.72 2.76
H 9.63 15.93 1.39
O 4.20 12.20 0.87
C 5.43 12.32 0.56
O 5.88 12.56 -0.71
C 7.27 12.76 -0.84
C 7.70 12.80 0.67
C 6.68 12.11 1.47
H 7.49 13.69 -1.35
H 7.73 11.90 -1.32
H 7.84 13.85 0.93
H 8.66 12.31 0.78
H 6.62 12.62 2.43
H 6.78 11.05 1.70
C 3.96 15.41 2.26
Cl 4.75 14.61 3.63
Cl 2.23 15.59 2.55
H 4.35 16.41 2.03
H 4.17 14.74 1.42
*
```

=====

(3)
The following is a DFT calculation (the ωB97M-V functional and the def2-TZVPD basis) of a structure of composition C18H28F5ORuS2Si2Te.

- HOMO-LUMO gap (alpha / beta) (Eh) = 0.2833 / 0.2197
- expectation value of S² = 6.030

ORCA input file:
```
! wB97M-V def2-TZVPD RIJCOSX def2/J DEFGRID3
* xyz 1 5
Ru -0.34 0.42 0.58
C -1.81 -0.21 -3.83
C -1.65 0.11 -2.37
S -0.10 0.01 -1.71
C -2.74 0.51 -1.60
C -4.12 0.60 -2.15
S -2.55 0.92 0.06
H -0.95 -0.77 -4.20
H -1.88 0.71 -4.41
H -2.70 -0.80 -4.01
H -4.59 -0.39 -2.15
H -4.11 0.97 -3.18
H -4.74 1.26 -1.55
F 5.38 -3.07 2.52
C 4.45 -2.23 2.12
C 4.78 -0.91 1.85
F 6.03 -0.50 1.99
C 3.81 -0.02 1.44
F 4.12 1.24 1.19
C 2.48 -0.43 1.30
O 1.54 0.44 0.92
C 2.17 -1.76 1.57
F 0.91 -2.16 1.42
C 3.14 -2.65 1.98
F 2.82 -3.91 2.24
C 1.21 2.91 3.70
Si -0.51 3.42 3.20
C -1.07 4.92 4.14
C -0.51 3.84 1.37
C -1.77 2.06 3.61
Te -1.38 0.05 2.98
C 0.15 -0.40 4.40
Si -0.29 -1.86 5.54
C -0.52 -3.37 4.47
C 1.16 -2.05 6.70
C -1.85 -1.43 6.47
H 1.91 3.72 3.50
H 1.56 2.04 3.14
H 1.28 2.68 4.77
H -0.39 5.76 3.98
H -1.11 4.73 5.22
H -2.07 5.24 3.82
H 0.15 4.70 1.22
H -1.49 4.10 0.99
H -0.09 3.07 0.70
H -2.76 2.29 3.20
H -1.90 1.97 4.69
H 0.29 0.53 4.96
H 1.07 -0.59 3.85
H 0.42 -3.67 4.01
H -1.25 -3.21 3.67
H -0.88 -4.21 5.07
H 2.09 -2.24 6.16
H 1.00 -2.89 7.38
H 1.30 -1.16 7.31
H -2.70 -1.25 5.81
H -1.71 -0.55 7.10
H -2.13 -2.26 7.13
*
```

=====

(4)
The following is a DFT calculation (the ωB97M-V functional and the def2-TZVPD basis) of an isolated molecule of C7H10.

- HOMO-LUMO gap (Eh) = 0.3724
- SMILES = C=C(C)CC#CC

ORCA input file:
```
! wB97M-V def2-TZVPD RIJCOSX def2/J DEFGRID3
* xyz 0 1
C -0.41 0.82 -1.84
C 0.36 -0.49 1.55
C -0.30 0.65 -0.63
C -0.57 0.38 0.81
C 0.58 -0.18 2.76
C -0.70 1.14 -3.26
C 1.01 -1.68 0.70
H -1.64 0.21 0.85
H -0.48 1.33 1.20
H 1.37 -0.67 3.40
H 0.04 0.59 3.32
H -1.84 1.32 -3.33
H -0.46 0.31 -3.80
H -0.28 2.05 -3.40
H 0.29 -2.36 0.58
H 1.80 -2.28 1.24
H 1.24 -1.15 -0.16
*
```

=====

| no. | maximum force (eV Å⁻¹) |
| --- | --- |
| 1 | 1.418 |
| 2 | 5.454 |
| 3 | 0.523 |
| 4 | 5.372 |